1.
C3H10N2O2 | ωB97M-V with the def2-TZVPD basis set

HOMO level = -8.406 eV
frontier orbital gap = 8.85 eV

Last column: Mulliken charge in e.
Element x y z (Å)
1 N -0.14 -2.39 0.69  -0.626
2 C 0.29 -1.18 -0.18  -0.565
3 N -0.40 -0.03 0.33  -0.197
4 C -1.64 0.48 -0.33  -0.717
5 C -1.30 1.48 -1.48  0.201
6 O -1.89 1.36 -2.52  -0.464
7 H 0.54 -2.52 1.47  0.222
8 H -0.04 -3.17 0.03  0.233
9 H 1.38 -1.17 -0.13  0.365
10 H -0.18 -1.40 -1.16  0.390
11 H 0.08 0.70 0.86  0.227
12 H -2.44 0.91 0.28  0.333
13 H -1.86 -0.46 -0.81  0.311
14 H -0.44 2.18 -1.27  0.291
15 O 2.53 1.52 1.09  -0.623
16 H 2.97 2.38 1.13  0.304
17 H 2.54 1.30 2.02  0.315


2.
C23H24F2N2O | ωB97M-V with the def2-TZVPD basis set

HOMO level = -6.279 eV
frontier orbital gap = 6.63 eV

Last column: Mulliken charge in e.
Element x y z (Å)
1 N -2.56 -13.87 13.18  -0.316
2 C -1.49 -14.56 12.80  -0.705
3 C -0.26 -14.50 13.42  -0.572
4 C -0.02 -13.60 14.46  -1.326
5 C -1.15 -12.85 14.92  0.374
6 C -2.43 -13.09 14.32  1.111
7 H -1.80 -15.40 12.20  0.764
8 H 0.51 -15.23 13.20  0.372
9 H 0.96 -13.68 14.91  0.367
10 H -1.03 -12.06 15.64  0.393
11 H -3.27 -12.54 14.72  -0.544
12 N -4.89 -13.62 14.95  0.140
13 C -3.77 -14.01 15.58  1.158
14 C -3.70 -14.64 16.75  -0.803
15 C -4.85 -14.91 17.45  -0.699
16 C -6.00 -14.44 16.95  -0.692
17 C -6.04 -13.76 15.75  -0.327
18 H -2.85 -13.79 15.06  -0.368
19 H -2.75 -14.84 17.21  0.424
20 H -4.87 -15.43 18.40  0.425
21 H -6.86 -14.70 17.54  0.392
22 H -7.03 -13.47 15.43  0.394
23 C -0.74 -16.91 13.42  -0.351
24 O -1.87 -17.48 12.84  -0.525
25 H 0.13 -17.51 13.13  0.449
26 H -0.71 -15.89 13.03  -0.075
27 H -0.88 -16.98 14.50  0.230
28 H -1.77 -18.44 12.79  0.285
29 F -2.05 -13.15 16.12  -0.081
30 C -2.55 -12.21 16.83  0.438
31 C -1.86 -11.95 18.04  -0.550
32 C -2.34 -11.02 18.90  -1.001
33 C -3.44 -10.28 18.48  -0.729
34 C -4.15 -10.55 17.36  -0.967
35 C -3.71 -11.56 16.50  1.184
36 H -1.01 -12.50 18.41  0.439
37 H -1.97 -10.74 19.88  0.415
38 H -3.76 -9.46 19.11  0.406
39 H -5.11 -10.11 17.10  0.693
40 H -4.31 -11.86 15.65  0.581
41 F -4.01 -12.99 12.92  -0.343
42 C -4.74 -12.04 13.58  0.386
43 C -6.03 -11.54 13.22  -1.177
44 C -6.59 -10.41 13.82  -0.807
45 C -5.84 -9.80 14.88  -0.617
46 C -4.63 -10.39 15.24  -0.996
47 C -4.03 -11.42 14.58  0.327
48 H -6.45 -11.98 12.33  0.495
49 H -7.53 -10.05 13.45  0.434
50 H -6.19 -8.90 15.36  0.471
51 H -4.04 -9.91 16.02  0.186
52 H -3.05 -11.78 14.83  0.836


3.
C10H19NO3S | ωB97M-V with the def2-TZVPD basis set

HOMO level = -8.371 eV
frontier orbital gap = 9.03 eV

Last column: Mulliken charge in e.
Element x y z (Å)
1 C -0.92 1.51 -4.29  -1.410
2 C 0.14 1.25 -3.22  -0.486
3 C -0.34 1.73 -1.83  -0.428
4 C -0.50 0.64 -0.79  0.152
5 C 0.63 -0.38 -0.70  -1.122
6 O -0.87 1.17 0.50  -0.393
7 S 0.17 2.12 1.37  0.617
8 O -0.39 3.43 1.28  -0.544
9 O 1.56 2.24 0.49  -0.248
10 C 2.66 1.57 1.14  -0.684
11 H -0.53 1.29 -5.28  0.395
12 H -1.27 2.53 -4.23  0.362
13 H -1.76 0.87 -4.08  0.339
14 H 1.06 1.75 -3.48  0.338
15 H 0.35 0.19 -3.24  0.299
16 H 0.29 2.54 -1.50  0.312
17 H -1.33 2.17 -1.97  0.432
18 H -1.37 0.07 -1.09  0.391
19 H 1.61 0.08 -0.73  0.308
20 H 0.55 -1.05 -1.54  0.511
21 H 0.48 -0.99 0.18  -0.027
22 H 3.19 2.27 1.78  0.282
23 H 2.32 0.71 1.70  0.294
24 H 3.31 1.22 0.35  0.301
25 N -1.10 -1.85 2.56  0.092
26 C 0.12 -2.45 2.58  -0.167
27 C -0.04 -3.71 3.09  -0.664
28 C -1.42 -3.88 3.39  -0.376
29 C -2.05 -2.71 3.05  -0.580
30 H -1.28 -0.91 2.24  0.206
31 H 1.00 -1.94 2.23  0.327
32 H 0.74 -4.44 3.22  0.401
33 H -1.89 -4.75 3.80  0.391
34 H -3.08 -2.42 3.11  0.377


4.
C5H12SSi | ωB97M-V with the def2-TZVPD basis set

HOMO level (spin up / spin down) = -8.268 / -7.376 eV
frontier orbital gap (spin up / spin down) = 8.46 / 7.25 eV

Last column: Mulliken charge in e.
Element x y z (Å)
1 C 0.24 -1.59 -0.54  -0.938
2 C -0.50 -0.01 -2.72  -0.659
3 C -0.10 1.42 -0.40  -0.856
4 C 1.83 0.14 1.28  -1.016
5 C -1.30 -0.33 1.92  -1.077
6 Si 0.22 -0.20 0.67  0.596
7 S 0.15 1.50 -2.22  -0.025
8 H -0.70 -2.02 -0.91  0.383
9 H 1.09 -2.14 -0.81  0.350
10 H -0.38 -0.20 -3.76  0.368
11 H -1.58 -0.23 -2.40  0.241
12 H -1.18 1.70 -0.38  0.395
13 H 0.49 2.31 -0.12  0.363
14 H 2.12 1.06 0.87  0.335
15 H 2.14 0.17 2.34  0.353
16 H 2.44 -0.70 0.78  0.230
17 H -1.34 0.59 2.53  0.298
18 H -2.20 -0.31 1.31  0.302
19 H -1.43 -1.18 2.56  0.357


5.
C2H10NO | ωB97M-V with the def2-TZVPD basis set

HOMO level (spin up / spin down) = -3.519 / -11.364 eV
frontier orbital gap (spin up / spin down) = 4.26 / 11.93 eV
2S+1 = 2

Last column: Mulliken charge in e.
Element x y z (Å)
1 N 1.88 0.79 0.92  -3.073
2 H 2.27 1.74 1.12  0.846
3 H 0.87 0.81 0.65  0.422
4 H 2.49 0.32 0.22  0.973
5 H 1.97 0.28 1.83  0.772
6 C -1.19 0.02 -0.81  -0.367
7 O -0.81 0.78 0.37  -0.228
8 C -0.81 -1.41 -0.60  -1.095
9 H -2.27 0.13 -0.90  0.278
10 H -0.73 0.46 -1.68  0.319
11 H -1.46 1.47 0.57  0.176
12 H 0.24 -1.53 -0.37  0.380
13 H -1.41 -1.86 0.18  0.286
14 H -1.04 -2.00 -1.50  0.311


6.
C5H14NS2 | ωB97M-V with the def2-TZVPD basis set

charge = +1
HOMO level = -12.401 eV
frontier orbital gap = 8.84 eV

Last column: Mulliken charge in e.
Element x y z (Å)
1 C -1.12 2.96 -2.82  -0.944
2 C -0.25 1.65 -2.65  -0.538
3 C 0.40 1.63 -1.25  -0.590
4 S -0.79 0.98 -0.07  -0.011
5 S 0.33 -0.06 1.20  -0.209
6 C 0.48 -1.92 0.89  -0.586
7 C -0.16 -2.58 2.12  -0.586
8 N 0.74 -2.17 3.34  -0.332
9 H -2.15 2.64 -2.87  0.266
10 H -0.97 3.66 -1.98  0.308
11 H -0.73 3.63 -3.62  0.308
12 H -1.03 0.89 -2.78  0.286
13 H 0.42 1.57 -3.50  0.360
14 H 1.34 1.08 -1.24  0.389
15 H 0.60 2.68 -0.95  0.367
16 H 1.52 -2.23 0.82  0.385
17 H -0.11 -2.31 0.02  0.355
18 H -0.06 -3.67 2.14  0.387
19 H -1.13 -2.10 2.35  0.363
20 H 0.73 -1.15 3.39  0.317
21 H 0.29 -2.59 4.16  0.376
22 H 1.67 -2.59 3.29  0.331


7.
C6H10O | ωB97M-V with the def2-TZVPD basis set

HOMO level = -9.415 eV
frontier orbital gap = 10.30 eV

Last column: Mulliken charge in e.
Element x y z (Å)
1 C -1.33 -0.01 -1.30  -1.107
2 C -0.14 0.03 -0.43  0.441
3 C 1.15 0.99 0.01  -0.688
4 C 0.96 0.23 1.33  -0.048
5 C -0.57 0.41 0.95  -0.509
6 O 1.28 -1.11 1.02  -0.452
7 C 0.56 -1.32 -0.20  -0.616
8 H -1.76 0.95 -1.57  0.336
9 H -2.12 -0.40 -0.22  0.116
10 H -1.28 -0.68 -2.18  0.305
11 H 1.98 0.68 -0.61  0.304
12 H 1.06 2.08 0.08  0.317
13 H 1.38 0.53 2.30  0.461
14 H -0.87 1.46 1.05  0.300
15 H -1.79 -0.24 0.98  0.194
16 H 1.26 -1.57 -1.01  0.317
17 H -0.14 -2.16 -0.06  0.329


8.
C11H12N | ωB97M-V with the def2-TZVPD basis set

charge = +1
HOMO level = -12.391 eV
frontier orbital gap = 6.34 eV

Last column: Mulliken charge in e.
Element x y z (Å)
1 C -4.02 -0.13 0.11  -0.117
2 C -3.24 -1.32 0.08  -0.642
3 C -3.51 1.18 0.02  -0.696
4 C -1.85 -1.20 0.14  -0.187
5 C -2.15 1.27 -0.10  -0.276
6 C -1.35 0.11 0.00  0.898
7 C 1.20 -0.22 -0.88  -0.116
8 C 1.08 1.20 -0.52  -0.170
9 C 1.75 2.36 -0.32  -0.753
10 C 2.39 -1.14 -0.36  -0.643
11 C -0.03 0.36 -0.30  0.440
12 N 2.57 -0.91 1.02  -0.473
13 H -5.06 -0.19 0.30  0.407
14 H -3.68 -2.36 0.40  0.283
15 H -4.27 2.09 0.00  0.307
16 H -1.22 -2.20 0.09  0.297
17 H -1.63 2.17 -0.24  0.433
18 H 1.13 -0.42 -1.96  0.265
19 H 2.74 2.34 -0.94  0.267
20 H 1.28 3.30 0.05  0.302
21 H 2.26 -2.21 -0.59  0.414
22 H 3.30 -0.84 -0.90  0.348
23 H 2.25 -1.66 1.75  0.206
24 H 3.40 -0.32 1.40  0.208


9.
C2H6O2 | ωB97M-V with the def2-TZVPD basis set

HOMO level = -10.232 eV
frontier orbital gap = 11.06 eV

Last column: Mulliken charge in e.
Element x y z (Å)
1 O -0.92 1.16 0.12  -0.545
2 C -0.73 -0.24 -0.08  -0.313
3 C 0.71 -0.56 0.31  -0.379
4 O 1.59 0.31 -0.34  -0.515
5 H -1.31 1.53 -0.67  0.312
6 H -1.44 -0.81 0.54  0.243
7 H -0.89 -0.51 -1.13  0.302
8 H 0.81 -0.50 1.41  0.256
9 H 0.96 -1.58 0.01  0.306
10 H 1.22 1.19 -0.17  0.334